a.
ORCA calculation (wB97M-V/def2-TZVPD) on 3 unconnected molecules or ions with the total composition C6H15NO.

```
23
Properties=species:S:1:pos:R:3:nbo_charge:R:1
H 4.033 -0.525 -0.135 0.364
C 2.164 -0.789 0.693 0.229
H -0.122 2.315 -1.204 0.218
H 2.412 -0.587 1.730 0.142
C -2.440 0.502 0.209 -0.392
H -0.450 -1.162 1.097 0.217
H -2.515 -0.563 -1.667 0.199
O 1.951 -2.186 0.580 -0.740
H -0.136 0.472 1.907 0.201
H 1.520 1.879 -0.710 0.239
H -0.023 -0.189 -1.076 0.190
C -2.900 -0.640 -0.645 -0.673
C -0.199 -0.116 1.002 -0.313
N 3.073 -0.184 -0.209 -0.896
H -2.565 -1.606 -0.245 0.199
H -2.486 1.496 -0.226 0.170
H 2.785 -0.238 -1.178 0.353
H 1.764 -2.395 -0.343 0.462
C 0.469 1.854 -0.409 -0.667
C 0.054 0.442 -0.195 -0.101
H -3.995 -0.710 -0.730 0.212
H -2.753 0.485 1.250 0.172
H 0.361 2.444 0.501 0.216
```

Molecular weight   117.2 g mol⁻¹

=====

b.
ORCA calculation (wB97M-V/def2-TZVPD) on 2 unconnected molecules or ions with the total composition C6H15NO.

```
23
Properties=species:S:1:pos:R:3:nbo_charge:R:1
H -2.492 2.467 -0.464 0.213
H -2.357 -0.086 -0.933 0.186
C 1.849 -1.177 -0.762 -0.509
H -0.849 2.023 -1.285 0.220
H -0.892 2.418 0.321 0.209
N 2.288 -1.483 1.666 -0.874
H -2.240 0.629 2.166 0.205
H 2.526 -1.095 2.609 0.382
C -1.797 0.480 -0.048 -0.394
H -0.827 -0.088 0.123 0.201
H 1.166 -1.977 -0.722 0.212
H 2.416 0.258 -2.126 0.208
O 1.474 0.576 0.992 -0.542
H 1.541 -0.715 -2.885 0.224
H 2.856 -1.573 -0.860 0.215
C -1.604 1.866 -0.432 -0.636
H -3.576 0.780 1.179 0.191
C 1.912 -0.426 0.697 0.739
H 0.592 0.391 -1.561 0.226
H 2.072 -2.307 1.591 0.351
C 1.494 -0.297 -1.940 -0.633
C -2.646 0.193 1.313 -0.602
H -2.905 -0.856 1.361 0.209
```

SMILES   CCC(N)=O.CCC
Molecular weight   117.2 g mol⁻¹

=====

c.
ORCA calculation (wB97M-V/def2-TZVPD) on C6H15NO in the gas phase.

```
23
Properties=species:S:1:pos:R:3:nbo_charge:R:1
H 1.285 0.060 -2.314 0.202
H -1.433 -2.133 0.353 0.165
H -1.709 1.425 0.976 0.213
H -0.425 2.425 -0.139 0.197
H 2.564 0.485 -1.110 0.169
H -0.361 2.646 2.959 0.206
C 0.419 0.765 0.949 -0.222
C -0.611 2.959 1.942 -0.621
H 0.197 -0.051 1.742 0.187
H 0.279 3.623 1.808 0.203
O -0.764 -3.069 -1.316 -0.757
N 0.521 0.057 -0.314 -0.476
H -1.483 -3.651 -1.202 0.467
H -1.567 3.613 1.916 0.214
H 1.247 -1.853 -1.044 0.218
H 1.460 1.041 1.254 0.176
C -0.886 -1.812 -0.599 -0.066
C -0.679 1.860 0.904 -0.403
C 0.585 -1.452 -0.274 -0.238
H 1.224 1.659 -1.470 0.198
C 1.470 0.623 -1.353 -0.410
H -1.440 -1.056 -1.235 0.190
H 0.841 -1.735 0.825 0.189
```

SMILES   CCCN(C)CCO
Molecular weight   117.2 g mol⁻¹

=====

If you had to bet on the most stable structure above, which would it be? Bet on c.